(1)
{"formula": "C5H7N3O", "method": "ωB97M-V with the def2-TZVPD basis set", "max_force_ha_per_bohr": 0.070, "homo_ev": -9.063, "gap_ev": 9.738, "smiles": "N#CC(=O)N1CCCN1", "symbols": ["C", "C", "C", "N", "H", "H", "H", "C", "H", "O", "N", "N", "H", "C", "H", "H"], "positions_angstrom": [[-1.47212, 0.04156, -2.58017], [-0.56631, -0.21520, 1.12682], [0.98662, -0.08939, 1.54604], [0.66564, 0.03549, -0.85750], [2.47801, 0.52691, 0.07025], [1.24554, 0.48284, 2.43349], [-1.14355, 0.64572, 1.45126], [-1.64364, -0.19625, -1.11480], [1.42935, -1.05674, 1.69506], [-2.69749, -0.43685, -0.62081], [-1.26161, -0.03077, -3.70514], [-0.54006, -0.17093, -0.30935], [1.08781, 1.64360, 0.28018], [1.44593, 0.60666, 0.24888], [1.16677, -0.78150, -1.18769], [-1.18091, -1.00514, 1.52348]]}



(2)
{"formula": "C5H7N3O", "method": "ωB97M-V with the def2-TZVPD basis set", "max_force_ha_per_bohr": 0.098, "homo_ev": -8.062, "gap_ev": 8.494, "smiles": "[H]/N=c1/c(C)nccn1O", "symbols": ["N", "O", "C", "H", "H", "N", "H", "C", "H", "C", "H", "H", "C", "H", "N", "C"], "positions_angstrom": [[0.05555, 2.07693, 0.44607], [2.48804, 0.86000, -0.36054], [0.31264, -2.00147, 0.22339], [0.92617, 2.63762, 0.41229], [-2.78914, -0.06936, -1.09051], [1.35031, 0.07167, 0.03679], [-2.21065, 1.60212, -0.40470], [1.44484, -1.21475, 0.20746], [-2.99950, 0.41811, 0.74720], [-2.36200, 0.46466, -0.23068], [2.43314, -1.65253, 0.27762], [0.18151, -3.06286, 0.34717], [-1.03394, -0.09004, 0.08800], [2.93894, 0.45756, -1.09928], [-0.93445, -1.36301, 0.18351], [0.19856, 0.86535, 0.21622]]}



(3)
{"formula": "C5H7N3O2", "method": "ωB97M-V with the def2-TZVPD basis set", "max_force_ha_per_bohr": 0.089, "homo_ev": [-7.547, -7.549], "gap_ev": [7.471, 7.475], "symbols": ["C", "C", "O", "H", "C", "H", "N", "N", "N", "H", "C", "O", "H", "H", "C", "H", "H"], "positions_angstrom": [[0.73380, -1.96365, -1.00920], [2.80448, 1.37612, 0.62976], [3.26522, 2.14085, -0.13181], [-0.71636, 1.63230, -1.19184], [-1.16072, 1.37790, -0.21235], [-2.21711, 1.70864, -0.25950], [0.07992, -0.61896, -0.65684], [1.15764, -0.10715, -1.32446], [1.62689, -1.35930, -1.65659], [-0.81819, 2.05588, 0.56360], [-0.88136, -0.03457, 0.04250], [2.35417, 0.56397, 1.32892], [0.33232, -2.94499, -0.91336], [-2.58106, -0.55654, 1.05475], [-1.60416, -0.86889, 1.01581], [-0.95969, -0.53488, 1.96017], [-1.41576, -1.86672, 0.76044]]}